No. 1
C4H14NO | wB97M-V/def2-TZVPD

The geometry in XYZ format:
```
20
C4H14NO wB97M-V/def2-TZVPD
C 0.164 0.720 0.408
C 0.964 -0.438 -0.175
C 1.571 -0.167 -1.502
C 1.852 -1.182 0.886
N -1.048 0.338 1.263
H 0.828 1.349 1.009
H -0.212 1.313 -0.428
H 0.177 -1.287 -0.352
H 2.297 0.673 -1.532
H 2.116 -1.054 -1.839
H 0.786 0.040 -2.240
H 2.789 -0.591 0.997
H 2.033 -2.196 0.528
H 1.405 -1.285 1.875
H -1.857 0.636 0.658
H -1.083 -0.642 1.521
H -1.050 1.000 2.042
H -2.855 1.255 -1.520
H -3.544 0.059 -0.917
O -2.743 0.575 -0.833
```

Output
E_HOMO (alpha / beta) = -20.20 / -20.20 eV
molecular weight = 92.16 g/mol
net charge = +2
electronic energy = -290.00733 hartree
2S+1 = 2
LUMO (alpha / beta) = -7.103 / -14.853 eV
Kohn-Sham gap (alpha / beta) = 13.09 / 5.34 eV


No. 2
C38H37Br2N2O | wB97M-V/def2-TZVPD

The geometry in XYZ format:
```
80
C38H37Br2N2O wB97M-V/def2-TZVPD
Br -8.274 3.630 -3.444
C -6.614 2.753 -3.607
C -6.554 1.348 -3.677
C -5.321 0.707 -3.697
C -4.108 1.453 -3.641
C -2.852 0.790 -3.526
C -1.637 1.422 -3.281
C -0.421 0.770 -3.461
C 0.799 1.478 -3.693
C 1.757 0.938 -4.589
C 2.855 1.687 -4.991
C 3.088 2.950 -4.416
Br 4.561 3.980 -4.985
C 2.172 3.487 -3.494
C 1.046 2.756 -3.122
C -4.193 2.872 -3.676
C -5.430 3.510 -3.654
H -7.475 0.776 -3.683
H -5.269 -0.384 -3.706
H -2.851 -0.292 -3.678
H -1.616 2.478 -2.990
H -0.420 -0.303 -3.652
H 1.571 -0.046 -5.024
H 3.528 1.313 -5.754
H 2.338 4.480 -3.091
H 0.338 3.166 -2.399
H -3.274 3.457 -3.691
H -5.476 4.593 -3.646
C 3.882 -1.103 0.083
N 2.786 -0.988 1.022
C 2.346 0.244 1.478
O 2.656 1.346 1.033
C 1.331 -0.017 2.581
C 1.929 0.272 3.975
C 1.235 1.383 4.719
C 1.026 1.264 6.100
C 0.257 2.219 6.767
C -0.264 3.308 6.056
C 0.034 3.476 4.699
C 0.815 2.526 4.033
N 1.080 -1.446 2.412
C -0.089 -1.846 1.771
C -0.531 -1.444 0.543
C -1.701 -2.024 -0.087
C -1.875 -1.923 -1.488
C -2.933 -2.561 -2.127
C -3.876 -3.284 -1.381
C -3.731 -3.384 0.008
C -2.672 -2.748 0.655
C 2.344 -2.019 1.928
C 3.417 -2.168 3.036
C 4.355 -3.257 2.513
C 3.564 -4.066 1.452
C 2.174 -3.430 1.353
H 3.993 -0.146 -0.436
H 4.829 -1.348 0.585
H 3.658 -1.884 -0.655
H 0.407 0.543 2.399
H 1.885 -0.642 4.582
H 2.999 0.526 3.855
H 1.449 0.405 6.630
H 0.067 2.110 7.837
H -0.900 4.031 6.561
H -0.335 4.341 4.146
H 1.086 2.651 2.980
H -0.637 -2.614 2.324
H 0.065 -0.753 -0.061
H -1.151 -1.337 -2.056
H -3.039 -2.496 -3.211
H -4.715 -3.767 -1.884
H -4.453 -3.950 0.595
H -2.586 -2.801 1.741
H 3.948 -1.232 3.245
H 2.918 -2.482 3.962
H 5.250 -2.804 2.069
H 4.691 -3.915 3.324
H 4.061 -4.041 0.473
H 3.489 -5.118 1.755
H 1.475 -3.951 2.024
H 1.722 -3.421 0.353
```

Output
E_HOMO = -10.20 eV
molecular weight = 697.53 g/mol
net charge = +1
electronic energy = -6802.71778 hartree
LUMO = -5.690 eV
Kohn-Sham gap = 4.51 eV


No. 3
CH2N2O2 | wB97M-V/def2-TZVPD

The geometry in XYZ format:
```
7
CH2N2O2 wB97M-V/def2-TZVPD
C 0.717 0.425 -0.082
N -0.873 -1.233 -0.078
N -0.146 -0.638 0.701
O 1.780 -0.098 -0.406
O 0.411 1.765 -0.364
H -1.361 -2.123 0.371
H -0.528 1.902 -0.142
```

Output
E_HOMO (alpha / beta) = -7.47 / -11.13 eV
molecular weight = 74.04 g/mol
electronic energy = -299.13697 hartree
2S+1 = 3
LUMO (alpha / beta) = 0.584 / -2.072 eV
Kohn-Sham gap (alpha / beta) = 8.05 / 9.06 eV